[1]
Below is a single C4H6O2 molecule, with properties calculated with wB97M-V/def2-TZVPD.

## Properties
Molar mass ... 86.09 g/mol
HOMO level ... -0.38143 Eh
Gap between HOMO and LUMO ... 11.402 eV
Energy above the lowest of the compared OMol25 structures with the same formula, charge and spin ... 35.4 kcal per mole
SMILES string ... O=COC1CC1
Calculated total energy ... -8338.92535 eV
Spin multiplicity ... 1

```
12
Properties=species:S:1:pos:R:3:forces:R:3:lowdin_charge:R:1
O 1.772096 1.412947 0.110001 0.0 -0.9 -0.1 0.062
C 1.988597 0.265734 -0.195282 0.3 0.6 0.0 -0.317
O 1.159113 -0.792743 -0.148339 0.3 0.4 0.1 0.019
C -0.169927 -0.704081 0.339540 -0.3 -0.1 0.3 -0.288
C -1.248201 -0.345142 -0.611224 0.0 0.1 -0.3 -0.088
C -0.935366 0.556647 0.535194 -0.1 0.6 0.3 -0.093
H 2.977455 -0.051080 -0.594934 -0.5 -0.1 0.2 0.149
H -0.390500 -1.496017 1.029146 0.3 -0.3 0.1 0.143
H -0.898587 0.000497 -1.567704 -0.2 -0.1 -0.3 0.111
H -2.166897 -0.908158 -0.564425 0.0 -0.1 -0.3 0.103
H -0.400011 1.471918 0.349948 -0.2 0.1 -0.1 0.090
H -1.687775 0.589475 1.318078 0.4 0.0 0.1 0.109
```
Forces are in eV/Å.

[2]
Below is a molecular structure, C3H9NO3, with properties calculated with wB97M-V/def2-TZVPD.

## Properties
Molar mass ... 107.11 g/mol
HOMO level ... -0.34186 Eh
Gap between HOMO and LUMO ... 9.510 eV
Energy above the lowest of the compared OMol25 structures with the same formula, charge and spin ... 41.9 kcal per mole
Calculated total energy ... -10888.76472 eV
Spin multiplicity ... 1

```
16
Properties=species:S:1:pos:R:3:forces:R:3:lowdin_charge:R:1
H -0.023263 -1.765351 0.036795 1.0 1.3 -2.6 0.069
O 0.276365 -2.265127 1.174490 -1.8 -2.6 2.1 -0.008
O 0.063340 -1.229853 -1.034146 0.0 -1.2 3.0 0.003
H -0.178029 -3.149263 1.372642 1.2 1.4 -0.7 0.142
H -0.236204 -1.647475 1.772446 0.7 0.4 -0.8 0.074
C 0.140453 0.078237 -0.995978 -2.2 -0.6 -3.4 -0.516
O -0.186225 0.632856 -2.074705 1.5 0.5 3.0 0.032
C 0.362321 0.794423 0.347566 -0.7 -0.5 0.9 -0.317
H 1.348819 0.707878 0.797543 0.4 -0.6 -0.6 0.141
N -0.564742 0.176231 1.415815 -0.5 -0.6 -3.0 0.019
H -0.497579 0.595982 2.313868 -0.3 0.9 0.4 0.070
H -1.507982 0.201821 0.961158 0.9 0.3 1.3 0.122
C 0.115925 2.256966 0.246164 -0.9 1.2 -0.5 -0.087
H 0.416122 2.596283 1.220534 0.0 1.0 0.4 0.068
H 0.628337 2.807663 -0.549419 0.5 -0.5 0.2 0.092
H -0.937057 2.538090 0.052103 0.3 -0.5 0.3 0.095
```
Forces are in eV/Å.

[3]
Below is a single C21H25F2NO2 molecule, with properties calculated with wB97M-V/def2-TZVPD.

## Properties
Molar mass ... 361.43 g/mol
HOMO level ... -0.29269 Eh
Gap between HOMO and LUMO ... 8.611 eV
SMILES string ... COc1ccc(CN2CCC[C@](CO)(Cc3ccc(F)cc3F)C2)cc1
Calculated total energy ... -33202.56286 eV
Spin multiplicity ... 1

```
51
Properties=species:S:1:pos:R:3:forces:R:3:lowdin_charge:R:1
C -3.482406 3.629085 4.788121 0.0 0.2 0.0 -0.095
O -3.414652 2.233441 4.636186 0.1 -0.3 -0.1 -0.087
C -2.442746 1.713597 3.831405 0.0 -0.1 0.0 -0.277
C -1.496122 2.457831 3.138592 -0.2 0.3 0.2 -0.016
C -0.556539 1.815408 2.349445 0.0 -0.2 0.0 -0.038
C -0.532274 0.434068 2.228714 0.1 0.1 0.0 -0.220
C 0.452054 -0.245503 1.308493 0.0 0.0 0.0 -0.145
N -0.009599 -0.401622 -0.065309 0.0 0.0 0.1 -0.141
C -1.189828 -1.232039 -0.190117 0.0 -0.2 -0.2 -0.181
C -1.374321 -1.613867 -1.653645 -0.1 0.0 0.1 -0.152
C -1.474383 -0.369849 -2.530479 0.1 0.0 0.2 -0.119
C -0.370061 0.662916 -2.263218 -0.1 0.3 -0.1 -0.395
C -0.818561 2.009460 -2.870886 0.4 -0.2 -0.1 -0.219
O -2.059888 2.402647 -2.329416 -0.3 0.2 0.1 -0.058
C 0.974313 0.321822 -2.952581 -0.3 0.2 0.2 -0.070
C 1.729785 -0.845188 -2.392837 0.3 0.0 -0.1 -0.161
C 1.613200 -2.119475 -2.936359 0.3 0.2 0.2 -0.046
C 2.303523 -3.201355 -2.418634 0.1 -0.2 0.2 -0.007
C 3.138777 -2.999893 -1.336569 -0.2 0.1 -0.2 -0.272
F 3.810665 -4.045936 -0.815273 0.0 0.1 0.0 0.060
C 3.324868 -1.745494 -0.787223 0.0 0.0 0.0 0.072
C 2.621165 -0.691615 -1.336825 0.1 -0.5 -0.3 -0.231
F 2.856815 0.539482 -0.838247 -0.1 0.0 0.0 0.072
C -0.213144 0.859432 -0.749204 -0.1 0.1 -0.2 -0.131
C -1.480479 -0.301683 2.933379 0.0 0.1 0.0 -0.041
C -2.421119 0.322922 3.723461 -0.1 0.1 0.1 0.001
H -4.318978 3.812731 5.460702 0.1 0.0 -0.1 0.092
H -3.671068 4.129927 3.832631 0.0 0.0 0.0 0.095
H -2.566353 4.031022 5.233899 0.0 0.0 0.0 0.095
H -1.476066 3.534535 3.204232 0.0 0.1 0.0 0.101
H 0.177726 2.409685 1.824799 0.1 0.1 -0.1 0.114
H 1.381304 0.329064 1.274916 0.0 -0.1 0.0 0.117
H 0.680544 -1.248258 1.682680 0.0 0.1 0.0 0.125
H -1.043272 -2.135820 0.406463 -0.1 0.0 0.1 0.123
H -2.094370 -0.715169 0.177200 0.0 0.0 0.0 0.130
H -0.529942 -2.229594 -1.956840 -0.1 -0.1 0.1 0.086
H -2.285672 -2.205512 -1.763125 0.0 -0.1 0.0 0.115
H -2.424828 0.125278 -2.320626 0.0 -0.1 -0.1 0.118
H -1.468709 -0.653130 -3.585707 0.0 0.1 -0.1 0.122
H -0.900137 1.900422 -3.962727 0.1 0.0 0.1 0.130
H -0.055866 2.772251 -2.657489 0.0 -0.1 0.0 0.129
H -2.308074 3.251041 -2.708990 0.0 -0.1 0.0 0.095
H 0.773071 0.137027 -4.010411 0.0 0.0 0.0 0.126
H 1.611883 1.206756 -2.880168 0.0 0.0 -0.1 0.125
H 0.969911 -2.266378 -3.791235 -0.1 0.0 -0.1 0.123
H 2.201664 -4.187455 -2.842594 0.0 -0.1 0.0 0.117
H 4.000706 -1.590758 0.037668 0.1 0.0 0.1 0.132
H 0.645709 1.505183 -0.557746 0.0 0.1 0.0 0.128
H -1.118912 1.373699 -0.386598 0.1 0.0 0.0 0.132
H -1.476469 -1.380210 2.868116 0.0 -0.1 0.0 0.112
H -3.155467 -0.245102 4.272753 -0.1 -0.1 0.1 0.117
```
Forces are in eV/Å.

> The highest gap between HOMO and LUMO belongs to which entry?

C4H6O2